Molecular formula: C32H94N2O26
Method: DFT, ωB97M-V with the def2-TZVPD basis set

Output
energy	-90904.047	eV
HOMO-LUMO gap (alpha / beta)	9.301 / 3.143	eV
HOMO level (alpha / beta)	-0.4133 / -0.4133	hartree
strongest force on any atom	4.4	eV/A
molecular weight	923.1	g/mol

ORCA input file:
```
! RIJCOSX wB97M-V def2-TZVPD def2/J DEFGRID3
* xyz 1 2
H 2.604 3.706 0.854
H 1.537 -1.421 -3.446
H 0.563 -1.834 0.423
H -4.445 -2.257 -3.169
H -0.480 0.346 0.636
O 1.758 -0.108 1.126
C 2.535 2.580 -3.532
H 2.384 0.449 0.658
O 3.935 -3.450 2.225
C 1.436 -6.666 -2.386
C -0.018 0.168 -0.335
H -3.061 6.627 -2.098
H 3.365 -4.967 3.415
H -0.024 -1.728 -5.428
C -5.864 0.195 0.616
C -2.942 -3.669 2.351
H -2.426 0.485 1.885
H -2.866 3.732 1.962
C 1.481 -5.234 -1.799
O 0.215 -7.334 -2.102
H -0.318 -7.344 -2.901
H 1.763 2.786 -4.274
H -4.039 -3.774 -1.210
H 5.350 1.146 4.477
O -2.833 -1.524 -2.009
O 3.387 3.529 -1.368
O 5.497 -1.192 3.084
H -3.107 -5.547 1.762
C -4.296 0.353 4.205
H 6.088 -1.921 -0.976
C -1.118 1.120 -4.878
H -1.919 -1.816 -1.985
H 3.730 -0.080 -1.593
O -2.356 0.760 2.802
H -0.386 3.507 1.966
C -0.200 3.927 5.791
C 6.413 -1.259 -1.779
H -0.325 1.769 -5.250
H -4.182 -0.668 3.841
H -3.620 -3.411 1.538
H -2.772 2.484 -4.339
C -1.902 5.017 -0.372
C -3.578 -3.781 -2.198
O -3.461 -0.422 0.517
H -1.714 7.652 -1.622
C -3.582 4.159 1.260
H 1.516 -2.270 -5.750
C 2.422 3.694 -2.446
H 1.473 3.620 -1.915
C 2.874 -4.190 2.829
H -0.947 1.716 -2.493
O 0.546 1.441 -0.663
H -0.656 -3.015 -3.008
H -4.230 -4.478 -2.723
C 5.778 0.113 -1.671
O 5.894 -2.049 -2.828
H 5.255 2.846 2.059
H -3.494 2.330 3.497
O -2.368 6.336 -0.174
H 2.438 -4.762 -2.023
H 2.312 -7.259 -2.124
H 1.763 0.911 -2.524
C 2.148 4.303 1.643
H 0.674 -4.473 -0.206
C -3.591 1.273 3.250
H 3.927 -0.094 2.669
H -2.705 1.142 -3.399
H 1.747 -3.108 -3.279
O -1.187 -3.734 0.740
H 2.884 4.864 2.218
H -1.413 4.935 -1.343
C 5.005 0.033 2.566
H 1.475 -4.028 4.346
H -4.965 -1.747 1.088
H 0.541 4.400 6.436
N -2.766 2.634 -0.399
H -3.334 7.909 -0.941
H 7.491 -1.148 -1.899
C 5.469 1.253 3.399
H -6.079 0.641 1.587
N 0.267 2.741 2.042
H 0.757 1.873 0.168
H -1.384 -2.195 2.117
H -2.213 -5.096 -1.477
H 1.565 -6.459 -3.449
H 6.249 0.780 -0.949
H -6.839 -0.278 0.497
O -0.191 -2.183 -2.888
C -4.777 -0.860 0.483
H -0.926 -3.803 2.842
H 4.511 -4.046 1.740
C 1.038 -0.915 0.079
C -2.022 1.817 -3.914
H 2.341 -4.773 2.079
C -3.423 -2.426 -2.830
O 0.223 3.916 4.418
H -1.900 1.246 -6.748
H 2.504 4.749 -2.706
H -4.778 1.706 0.039
O 2.504 1.186 -3.069
H 1.710 2.487 4.553
H -3.967 4.360 -0.879
H 6.536 1.438 3.276
H -5.381 0.383 4.307
C -1.456 -3.281 2.045
H -2.263 2.702 -1.272
H -2.859 -2.499 -3.759
H -1.119 4.506 5.888
C 1.562 3.169 2.502
H -4.474 3.553 1.421
H 2.707 -2.951 4.627
H -0.845 -0.044 -1.013
C 0.664 -2.512 -5.113
H -1.082 4.726 0.285
H 4.868 -1.877 2.846
O 4.501 0.043 -1.035
H 0.009 2.176 2.839
O 4.818 2.413 2.796
H -0.228 2.865 6.034
H 2.056 2.203 2.399
O -1.202 2.487 -3.005
H -3.828 5.165 1.598
O -5.585 1.282 -0.264
H 5.659 0.688 -2.589
H -3.359 -3.127 3.199
H -3.031 -0.962 -0.150
O -3.104 -5.140 2.632
H -4.991 -1.224 -0.522
C -3.146 4.053 -0.230
O -0.046 -3.733 -5.374
H 1.740 -1.870 2.614
O -3.652 0.487 5.454
H -0.621 0.335 -4.307
C 1.583 3.443 4.044
H -1.103 -4.688 0.806
O 1.264 -2.307 3.324
H 3.135 2.779 -0.824
H 1.419 5.020 1.264
H 1.477 -1.168 -0.887
O -1.911 0.608 -6.031
H 2.332 4.136 4.427
H -4.297 1.317 2.420
O 1.215 -5.248 -0.377
H 0.628 -4.762 -2.287
C 2.098 -3.319 3.802
H 6.277 -2.927 -2.770
C 1.022 -2.367 -3.614
H 5.185 0.270 1.517
H -2.123 2.455 0.360
C -2.613 7.156 -1.257
O -2.260 -4.347 -2.075
H -0.342 -3.662 -6.284
H 3.558 2.789 -3.846
H -2.747 0.412 5.145
*
```

Here are the Mulliken charges for atoms 1 to 5, given in e: 0.09, 0.04, -0.62, 0.48, 0.20

Molecular formula: C32H96N6O13
Method: DFT, ωB97M-V with the def2-TZVPD basis set

Output
energy	-70296.109	eV
HOMO-LUMO gap	9.590	eV
HOMO level	-0.3418	hartree
ΔE to the lowest compared entry with this formula, charge and spin	0.0	kcal/mol
strongest force on any atom	2.1	eV/A
molecular weight	773.1	g/mol

ORCA input file:
```
! RIJCOSX wB97M-V def2-TZVPD def2/J DEFGRID3
* xyz 0 1
H 4.959 0.227 -22.390
N -3.082 4.340 -21.158
H 3.524 3.428 -20.344
H 0.558 5.401 -18.824
H -2.302 2.804 -23.915
C -5.228 -2.344 -22.870
H -5.826 -0.667 -24.177
C -3.873 7.186 -25.741
C -7.150 1.978 -22.169
C 2.826 -0.014 -22.593
C -5.136 3.098 -21.591
C -1.629 -1.985 -17.811
H -5.752 -3.085 -23.477
C -4.276 7.768 -19.907
H 2.256 -0.068 -24.502
H -2.050 1.578 -21.575
O 0.524 3.335 -19.169
O 2.842 -0.570 -23.906
H -1.585 4.732 -25.056
H -2.354 -5.745 -17.981
H 4.141 -0.080 -20.873
O -6.483 3.205 -21.970
H 0.326 -1.476 -17.305
H -5.427 5.064 -23.505
N 1.913 8.254 -29.330
O -0.743 2.833 -25.345
H -4.006 6.028 -23.082
H -2.875 2.237 -18.642
H 1.989 -0.433 -22.015
H -1.715 6.796 -27.241
C 0.960 8.080 -27.117
O -4.538 8.165 -25.004
C 1.189 7.353 -28.423
H 2.102 5.553 -29.176
H 0.395 4.032 -22.757
H -0.601 4.545 -26.454
O -2.777 3.730 -28.743
H -3.808 4.380 -23.687
O 0.121 7.278 -26.300
H 0.207 7.138 -28.853
C -3.108 8.776 -19.786
H 2.910 5.754 -23.159
H -2.433 6.804 -28.698
H -4.638 -0.294 -22.874
C -4.495 4.478 -21.643
H -0.555 7.061 -24.400
C -4.827 7.552 -28.064
O 2.137 5.498 -22.650
H 0.396 8.999 -27.322
H -2.831 5.285 -20.870
C -1.390 -3.421 -18.173
H -5.023 5.150 -20.966
C -0.684 6.623 -21.467
H -4.548 7.660 -29.116
H -0.534 5.903 -20.646
H -5.318 6.585 -27.947
H 2.078 5.196 -16.838
C -0.457 2.121 -22.962
C -4.430 5.022 -23.056
H 0.278 7.147 -21.566
H -5.506 8.372 -27.840
N -2.601 6.602 -27.715
H 2.777 4.098 -18.011
H -4.477 6.274 -25.715
H -0.202 4.506 -17.610
H -1.004 8.855 -20.068
H 0.354 3.114 -21.434
H -2.821 3.359 -27.855
H -5.788 -2.759 -21.017
H 0.461 1.654 -23.343
H 3.361 5.884 -21.106
H 2.031 7.777 -30.220
H -0.437 3.115 -19.206
C -1.803 8.093 -20.042
C -1.645 -1.095 -19.035
H 4.204 3.783 -21.968
O -2.506 -3.878 -18.914
O 1.164 0.873 -25.622
H -1.294 -3.965 -17.225
H -0.456 1.166 -21.078
H -4.128 6.956 -19.182
C -5.002 -1.048 -23.571
C -2.662 -5.268 -18.920
H -2.994 8.597 -23.673
H -4.560 2.417 -22.242
H 1.314 5.320 -27.635
H 4.362 -1.408 -22.015
H -3.727 -5.482 -19.029
H -2.542 4.662 -28.597
C 0.663 4.442 -18.297
H -0.878 -1.342 -19.772
H 0.745 0.373 -26.330
H -2.631 -1.139 -19.499
H 1.049 7.780 -24.472
H -3.128 9.137 -18.754
H -0.422 -3.535 -18.684
H -2.999 9.599 -25.070
H -1.677 1.317 -24.480
H 2.699 1.076 -22.634
H -8.194 2.181 -22.400
H -2.562 -1.897 -17.256
H 1.729 3.445 -16.735
H -4.289 -2.776 -22.512
H -7.159 1.358 -21.255
C 1.885 4.285 -17.407
C -3.589 7.560 -27.193
H -4.315 9.843 -23.899
O -5.974 -2.092 -21.684
H -4.367 7.428 -20.936
H -0.416 8.738 -24.888
C -0.666 4.248 -25.406
C 4.150 -0.344 -21.936
H 1.799 5.135 -20.620
H -2.515 3.266 -19.767
H -0.815 -0.701 -16.457
C 0.072 7.755 -24.965
C -1.101 1.197 -21.963
H -2.847 9.667 -21.591
C -3.691 9.093 -24.372
H -2.128 -5.769 -19.735
N -0.203 3.380 -22.251
H 0.231 4.627 -24.908
H 1.931 8.347 -26.679
O -2.129 2.610 -19.121
H -6.747 1.289 -22.922
H 0.638 1.702 -25.544
N -0.571 -1.605 -16.847
C 2.621 5.106 -21.324
H -4.289 10.028 -20.985
H -0.775 6.008 -22.362
H 2.665 2.978 -21.788
C -1.350 2.320 -24.171
O -1.824 7.400 -21.262
C 3.297 3.758 -21.360
H -5.224 8.232 -19.625
H -5.044 2.685 -20.574
H -4.217 -1.121 -24.337
C 1.920 6.027 -28.209
H -1.555 7.463 -19.173
H 2.866 8.402 -29.005
H -2.885 6.930 -25.317
H -3.105 8.551 -27.156
N -3.321 9.899 -20.722
H -1.228 0.182 -22.337
H -1.510 -0.037 -18.787
H 2.874 6.169 -27.697
H -2.440 4.122 -21.921
*
```

Here are the Mulliken charges for atoms 1 to 5, given in e: 0.34, 0.46, 0.25, -0.01, -0.29

Molecular formula: C32H96N8O12
Method: DFT, ωB97M-V with the def2-TZVPD basis set

Output
energy	-71225.403	eV
HOMO-LUMO gap (alpha / beta)	1.410 / 9.165	eV
HOMO level (alpha / beta)	0.0281 / -0.2524	hartree
ΔE to the lowest compared entry with this formula, charge and spin	0.0	kcal/mol
strongest force on any atom	2.8	eV/A
molecular weight	785.2	g/mol

ORCA input file:
```
! RIJCOSX wB97M-V def2-TZVPD def2/J DEFGRID3
* xyz -1 2
N 0.331 -8.182 3.420
H -1.229 1.433 -4.354
C -5.669 1.412 -2.272
H 1.017 -2.108 0.867
H -3.377 3.876 0.210
H 0.521 4.380 1.788
C -2.928 -2.584 3.654
H 0.822 5.446 -0.801
N -3.028 3.573 -4.773
H -2.378 2.465 0.217
H -0.705 3.533 -2.226
O -0.625 -2.652 -3.258
O 5.042 -2.983 -0.846
H -2.624 3.378 1.744
C 0.625 -0.439 -0.643
C 0.128 -0.086 2.482
H -2.927 3.142 -5.681
C 3.570 2.870 -0.213
C -0.865 2.169 5.242
C -0.542 4.568 4.310
H -1.309 4.512 -4.562
H -0.216 -3.479 -3.003
H -0.946 1.059 -0.212
O 4.718 1.663 -3.840
H 3.717 0.459 -1.797
H -4.235 0.664 -0.334
H 1.147 1.666 -6.539
H 2.745 -6.912 1.534
H 1.850 -4.302 4.222
N -2.088 4.071 6.154
H -6.477 0.695 -2.123
H -4.818 0.811 2.425
C 0.181 -1.505 0.512
N -4.035 1.414 2.216
H -0.383 -8.177 2.705
C -3.090 3.023 0.825
C -0.886 2.384 -4.762
C 3.904 -1.309 -3.711
H 3.207 -0.526 -4.010
H -0.683 5.635 4.481
C -4.931 1.456 -0.057
H -2.668 -3.352 4.382
H -2.185 2.607 -2.317
H 2.262 -3.979 0.933
H -5.038 3.037 1.423
C 1.274 1.559 -5.462
H -2.276 -3.762 1.993
H 4.388 3.487 -4.825
H -0.514 -2.222 0.075
H -2.023 -1.983 3.748
H 4.262 -1.710 -4.659
C -1.697 3.513 -2.676
H 5.729 -1.380 -2.643
C 1.194 4.734 2.568
H 1.219 5.823 2.539
C 1.576 6.177 -1.094
H 0.912 -0.716 2.902
H -0.428 0.344 3.314
C -5.244 -6.305 3.017
H -3.527 2.905 -4.204
H 1.981 2.273 -3.059
H 2.344 1.664 -5.282
H 6.060 0.161 -4.632
H -1.188 1.541 6.072
H -0.171 -8.026 4.282
H 6.430 0.956 -3.142
C -3.159 -3.216 2.327
H -6.027 -6.003 3.712
H 3.401 -2.160 -3.251
H 4.327 -3.505 -0.483
C -0.802 3.703 5.594
H 5.090 0.143 -1.032
H 3.486 1.930 -2.738
H -5.247 -3.509 2.723
O -0.530 -0.888 1.568
H 2.136 -1.378 -1.752
C 2.176 -7.704 2.020
C -4.431 -4.105 2.314
H 0.577 0.730 1.915
O 3.086 -4.161 0.481
H -2.894 3.827 5.596
H 3.382 3.535 0.630
H 2.354 4.632 -3.030
O -2.343 -3.301 -1.197
C 1.253 -7.093 3.073
N 1.166 -1.105 -1.824
H 1.044 0.539 -5.152
H 3.738 -4.210 1.180
H -1.349 -0.191 -1.470
H -0.310 1.171 -1.803
O 0.537 2.511 -4.669
H -0.129 -6.203 1.656
C -1.717 3.564 -4.212
H 6.063 3.090 -4.553
H 0.101 1.791 4.908
H 2.164 4.308 2.313
C 2.637 3.186 -1.375
H -1.836 -3.066 -1.974
H 0.113 3.897 6.153
C -0.579 0.446 -1.035
H 1.390 0.280 -0.353
C 2.935 4.495 -2.117
C 5.603 0.540 -3.717
H -5.598 -6.356 1.987
H -3.449 -2.439 0.519
H -2.239 4.394 -2.331
H -1.610 2.117 4.447
H 1.152 6.722 -1.937
H -4.813 0.848 -2.641
O -4.179 -5.293 3.046
H -5.823 0.944 0.304
H 1.650 6.836 -0.229
H 3.525 1.879 0.238
H -3.362 0.754 1.852
N 2.588 2.033 -2.288
N -3.257 -2.069 1.439
H 5.139 2.283 -5.831
O 1.182 -4.766 2.292
C 0.380 -5.893 2.568
H -0.100 -1.980 -2.822
H -2.067 5.081 6.138
H 1.364 -0.270 -2.356
H -1.141 2.412 -5.821
H -1.344 4.359 3.602
O 2.856 5.642 -1.293
C 4.948 -0.651 -2.859
H -1.909 -4.083 -0.855
C -4.342 2.262 1.100
H 1.661 3.329 -0.911
H -4.735 -7.237 3.262
H 1.885 -6.799 3.911
H 4.624 -2.173 -1.137
H -3.789 -1.977 3.936
C 1.362 -3.837 3.365
H 2.909 -8.392 2.443
H -6.085 2.011 -3.081
H -4.730 -4.467 1.330
O 0.724 4.183 3.772
C 5.096 2.657 -4.808
O -5.221 2.232 -1.199
H 1.631 -8.201 1.218
H 3.930 4.512 -2.563
H 4.605 3.027 -0.519
H 1.972 -2.957 3.160
N 4.362 -0.288 -1.585
H -2.323 -1.691 1.514
H 0.420 -3.421 3.723
H -0.456 -5.666 3.229
*
```

Here are the Mulliken charges for atoms 1 to 5, given in e: -0.71, 0.19, -0.90, 0.04, 0.54